(1)
ORCA calculation (ωB97M-V/def2-TZVPD) on a structure of composition C80H200F6N18O37S6 at a distorted geometry.

The geometry in XYZ format:
```
347
C80H200F6N18O37S6 (ωB97M-V/def2-TZVPD)
C -2.14 -7.97 -3.57
C -1.11 -6.86 -3.42
N -1.37 -5.73 -4.34
C -2.63 -5.02 -4.05
C -0.25 -4.74 -4.29
C -0.12 -4.00 -2.92
C -1.39 -6.33 -5.69
C -1.44 -5.43 -6.91
O -2.65 -4.68 -6.88
C -2.82 -4.14 -8.17
H -1.84 -8.67 -4.35
H -3.18 -7.66 -3.72
H -2.09 -8.54 -2.67
H -0.13 -7.22 -3.71
H -1.01 -6.52 -2.40
H -2.59 -4.79 -2.99
H -3.50 -5.62 -4.33
H -2.75 -4.10 -4.60
H -0.52 -3.97 -5.00
H 0.62 -5.32 -4.52
H -0.13 -4.65 -2.03
H -0.83 -3.20 -2.84
H 0.90 -3.60 -3.00
H -2.24 -7.01 -5.77
H -0.47 -6.92 -5.69
H -1.45 -6.16 -7.73
H -0.55 -4.78 -6.96
H -3.05 -4.98 -8.84
H -1.94 -3.60 -8.50
H -3.71 -3.50 -8.12
C -4.65 8.61 -1.12
C -4.01 8.52 -2.54
N -3.51 7.20 -3.02
C -4.53 6.19 -3.04
C -2.91 7.30 -4.36
C -3.82 8.09 -5.30
C -2.41 6.76 -2.05
C -1.43 5.70 -2.44
O -2.04 4.52 -2.79
C -2.41 3.70 -1.71
H -5.43 7.86 -0.93
H -5.18 9.56 -1.22
H -3.88 8.61 -0.31
H -3.14 9.19 -2.58
H -4.75 8.84 -3.24
H -4.15 5.28 -3.49
H -5.31 6.53 -3.71
H -5.01 5.97 -2.11
H -2.73 6.29 -4.71
H -1.90 7.75 -4.26
H -3.76 9.19 -5.23
H -4.87 7.78 -5.46
H -3.28 7.85 -6.20
H -2.97 6.48 -1.16
H -1.76 7.63 -1.87
H -0.76 5.67 -1.57
H -0.77 6.01 -3.29
H -2.95 2.88 -2.15
H -3.16 4.26 -1.14
H -1.53 3.40 -1.08
C 2.64 -1.92 5.39
C 1.99 -1.06 6.47
N 2.00 0.44 6.29
C 1.21 0.84 5.05
C 1.38 1.12 7.47
C -0.04 0.86 7.81
C 3.32 1.04 6.13
C 4.19 1.16 7.39
O 4.21 0.04 8.17
C 5.44 -0.05 8.92
H 2.32 -1.64 4.37
H 2.28 -2.94 5.60
H 3.72 -1.94 5.35
H 2.48 -1.28 7.41
H 0.92 -1.20 6.63
H 1.87 0.77 4.21
H 0.79 1.81 5.26
H 0.39 0.14 4.94
H 1.48 2.17 7.22
H 1.99 0.90 8.34
H -0.20 -0.16 8.22
H -0.78 1.02 7.03
H -0.21 1.57 8.65
H 3.09 2.06 5.77
H 3.80 0.52 5.32
H 3.87 2.04 8.00
H 5.22 1.37 7.06
H 5.29 -0.95 9.48
H 5.50 0.85 9.53
H 6.27 0.00 8.22
C -0.25 -6.36 4.68
C -0.19 -6.32 3.21
N -1.07 -7.28 2.52
C -0.96 -7.00 1.04
C -0.67 -8.74 2.71
C 0.78 -9.04 2.35
C -2.47 -7.06 2.94
C -3.02 -5.70 3.09
O -3.31 -5.17 1.83
C -3.99 -3.93 1.93
H 0.48 -5.65 5.08
H 0.09 -7.30 5.08
H -1.19 -5.97 5.06
H 0.80 -6.42 2.78
H -0.63 -5.40 2.86
H -1.43 -7.86 0.53
H 0.10 -6.80 0.81
H -1.54 -6.07 0.88
H -1.36 -9.31 2.11
H -0.88 -9.03 3.74
H 1.06 -8.51 1.43
H 0.84 -10.11 2.15
H 1.53 -8.85 3.11
H -2.53 -7.53 3.92
H -3.07 -7.69 2.28
H -2.38 -5.09 3.77
H -3.95 -5.83 3.74
H -4.95 -4.07 2.45
H -4.07 -3.61 0.89
H -3.37 -3.23 2.51
C -6.82 -0.33 4.79
C -6.55 -0.57 3.31
N -7.77 -0.76 2.38
C -8.48 0.51 2.05
C -7.22 -1.25 1.11
C -5.96 -0.57 0.63
C -8.69 -1.73 2.98
C -9.74 -2.47 2.19
O -10.81 -1.67 1.82
C -11.68 -1.46 2.92
H -5.86 -0.01 5.21
H -7.15 -1.26 5.29
H -7.54 0.47 5.01
H -5.98 -1.47 3.08
H -6.04 0.28 2.86
H -8.88 0.88 3.00
H -9.38 0.21 1.49
H -7.91 1.24 1.47
H -8.01 -1.17 0.36
H -6.96 -2.31 1.16
H -5.86 -0.76 -0.47
H -5.06 -0.98 1.08
H -5.91 0.53 0.77
H -9.14 -1.23 3.85
H -7.98 -2.51 3.37
H -10.01 -3.29 2.86
H -9.28 -2.93 1.32
H -11.89 -2.29 3.59
H -12.62 -1.07 2.54
H -11.21 -0.69 3.55
C -4.60 2.25 4.04
C -4.49 3.79 4.04
N -3.10 4.31 4.10
C -3.13 5.77 4.26
C -2.30 3.69 5.18
C -2.97 3.68 6.52
C -2.52 4.01 2.80
C -1.07 4.36 2.49
O -0.16 3.41 3.08
C 1.12 3.88 2.68
H -3.94 1.73 4.77
H -4.41 1.84 3.03
H -5.67 2.12 4.24
H -5.01 4.26 4.88
H -4.94 4.22 3.15
H -3.63 6.11 5.16
H -3.61 6.26 3.41
H -2.08 6.06 4.26
H -1.39 4.26 5.30
H -2.05 2.66 4.87
H -2.31 3.06 7.13
H -3.91 3.16 6.43
H -3.04 4.68 6.97
H -3.08 4.53 2.04
H -2.59 2.93 2.68
H -0.75 5.37 2.78
H -0.97 4.24 1.41
H 1.19 3.94 1.59
H 1.91 3.17 2.99
H 1.33 4.89 3.09
C -3.89 2.15 -4.94
C -3.10 0.95 -5.44
N -1.69 1.23 -5.91
C -1.04 2.06 -4.82
C -0.90 -0.07 -5.98
C -1.57 -1.17 -6.85
C -1.64 2.00 -7.18
C -0.28 2.38 -7.64
O 0.48 1.31 -8.25
C 1.80 1.66 -8.51
H -3.58 2.57 -3.98
H -4.92 1.80 -4.88
H -3.88 2.88 -5.77
H -3.62 0.44 -6.27
H -2.94 0.22 -4.63
H -1.39 3.07 -4.90
H 0.05 2.06 -4.93
H -1.32 1.71 -3.83
H -0.79 -0.36 -4.94
H 0.05 0.18 -6.42
H -2.58 -1.38 -6.50
H -1.01 -2.09 -6.73
H -1.59 -0.92 -7.91
H -2.12 2.96 -7.05
H -2.11 1.35 -7.89
H 0.34 2.82 -6.87
H -0.43 3.16 -8.38
H 2.37 1.80 -7.61
H 1.76 2.61 -9.05
H 2.27 0.84 -9.02
C 7.80 -4.32 -0.90
C 6.75 -3.29 -1.30
N 6.30 -2.41 -0.22
C 5.20 -1.63 -0.77
C 5.83 -3.14 0.97
C 4.92 -4.28 0.57
C 7.37 -1.47 0.22
C 7.87 -0.35 -0.71
O 8.71 -0.84 -1.73
C 9.06 0.25 -2.51
H 8.79 -3.85 -0.77
H 7.87 -5.02 -1.73
H 7.43 -4.91 -0.06
H 5.83 -3.72 -1.70
H 7.12 -2.62 -2.09
H 4.43 -2.35 -1.01
H 5.59 -1.15 -1.65
H 4.88 -0.91 -0.01
H 5.35 -2.44 1.63
H 6.69 -3.48 1.54
H 5.44 -5.05 0.03
H 4.02 -3.94 0.09
H 4.69 -4.78 1.51
H 8.24 -2.02 0.63
H 6.92 -0.94 1.07
H 8.42 0.33 -0.02
H 7.09 0.27 -1.17
H 9.66 -0.12 -3.33
H 9.51 1.07 -1.91
H 8.13 0.63 -2.97
C 7.76 6.34 -0.34
C 7.63 4.85 -0.37
N 6.29 4.31 -0.38
C 6.31 2.84 -0.43
C 5.61 4.78 0.87
C 4.23 4.32 1.12
C 5.52 4.75 -1.61
C 6.31 4.80 -2.95
O 6.63 3.51 -3.38
C 7.26 3.47 -4.62
H 8.67 6.63 -0.86
H 7.78 6.67 0.70
H 6.87 6.84 -0.75
H 8.14 4.34 0.45
H 8.10 4.48 -1.29
H 5.27 2.52 -0.33
H 6.78 2.50 0.48
H 6.78 2.55 -1.38
H 5.62 5.87 0.86
H 6.29 4.54 1.69
H 4.20 3.25 1.39
H 3.50 4.51 0.31
H 3.91 4.87 2.02
H 5.23 5.80 -1.38
H 4.70 4.07 -1.87
H 7.18 5.45 -2.94
H 5.52 5.26 -3.60
H 7.77 2.53 -4.80
H 7.99 4.28 -4.80
H 6.49 3.51 -5.36
C 1.70 1.73 -0.23
C 0.37 1.08 -0.47
N 0.23 -0.27 0.08
C 0.53 -0.21 1.52
C -1.14 -0.82 -0.13
C -2.26 -0.34 0.71
C 1.12 -1.20 -0.69
C 1.42 -2.50 0.03
O 2.34 -2.35 1.10
C 2.00 -3.33 2.15
H 2.02 1.84 0.80
H 1.66 2.72 -0.67
H 2.55 1.27 -0.73
H 0.13 0.93 -1.51
H -0.42 1.71 -0.07
H -0.18 0.57 1.87
H 1.57 0.12 1.65
H 0.34 -1.18 1.96
H -1.04 -1.89 -0.04
H -1.38 -0.61 -1.17
H -2.45 0.74 0.71
H -2.14 -0.71 1.74
H -3.14 -0.84 0.30
H 2.08 -0.74 -0.98
H 0.63 -1.40 -1.61
H 1.77 -3.17 -0.74
H 0.43 -2.91 0.29
H 2.70 -3.20 2.98
H 2.03 -4.32 1.73
H 0.95 -3.21 2.47
N 2.55 0.70 -4.80
S 3.70 1.39 -3.93
O 4.39 2.32 -4.71
O 4.20 0.69 -2.79
F 2.66 2.40 -3.21
S 2.29 -0.89 -4.61
O 3.20 -1.55 -3.82
O 1.82 -1.51 -5.72
F 0.94 -0.96 -3.62
N 3.14 7.57 -0.26
S 3.85 8.23 0.93
O 4.61 7.31 1.78
O 3.43 9.49 1.45
F 5.17 8.60 -0.04
S 1.64 6.82 -0.46
O 0.91 7.43 -1.43
O 0.93 6.27 0.57
F 2.02 5.53 -1.25
N 1.46 -7.51 -2.22
S 2.37 -6.56 -1.37
O 3.72 -6.81 -1.02
O 1.66 -5.65 -0.60
F 2.67 -5.63 -2.68
S 1.30 -9.05 -1.96
O -0.04 -9.42 -1.72
O 2.31 -9.87 -1.41
F 1.33 -9.56 -3.58
N -5.15 3.35 0.90
O -4.94 4.59 0.84
O -6.24 2.93 1.31
O -4.21 2.51 0.62
N 4.49 0.62 2.58
O 4.90 0.50 1.37
O 4.96 -0.04 3.47
O 3.60 1.52 2.84
N 3.26 -6.30 3.47
O 2.71 -7.07 4.31
O 2.80 -6.33 2.27
O 4.07 -5.46 3.79
N -3.20 -1.68 -2.68
O -2.29 -1.37 -3.51
O -3.12 -2.76 -2.04
O -4.12 -0.89 -2.49
N -2.52 -0.51 4.30
O -2.16 0.55 4.86
O -1.66 -1.27 3.81
O -3.72 -0.83 4.27
```

Output
2S+1 = 1
F_max = 0.1275 hartree/bohr
orbital gap = 7.2 eV
LUMO energy = -0.11746 Eh
total charge = +2
molar mass = 2312.959 Da

---

(2)
ORCA calculation (ωB97M-V/def2-TZVPD) on an isolated molecule of C22H24O3.

The geometry in XYZ format:
```
49
C22H24O3 (ωB97M-V/def2-TZVPD)
C 3.21 4.33 2.40
O 1.95 3.75 2.66
C 1.59 2.64 1.95
C 0.35 2.09 2.28
C -0.10 0.97 1.62
C 0.66 0.36 0.63
C 0.17 -0.87 -0.10
C -1.15 -0.56 -0.83
C -0.92 0.44 -1.95
O 0.17 0.62 -2.44
C -2.11 1.20 -2.41
C -3.41 0.76 -2.22
C -4.48 1.51 -2.69
C -4.25 2.71 -3.34
C -2.95 3.16 -3.54
C -1.89 2.40 -3.08
C 0.00 -2.07 0.87
C -0.32 -3.37 0.13
C 0.19 -4.56 0.95
C 1.72 -4.57 0.98
C 2.29 -3.14 1.02
C 1.29 -2.21 1.66
O 1.49 -1.62 2.69
C 1.89 0.91 0.31
C 2.36 2.04 0.96
H 3.29 5.18 3.08
H 4.02 3.63 2.60
H 3.28 4.69 1.37
H -0.23 2.56 3.05
H -1.06 0.56 1.90
H 0.91 -1.14 -0.86
H -1.54 -1.47 -1.29
H -1.89 -0.17 -0.13
H -3.61 -0.18 -1.73
H -5.49 1.16 -2.55
H -5.08 3.30 -3.70
H -2.77 4.09 -4.05
H -0.87 2.73 -3.23
H -0.79 -1.83 1.58
H -1.39 -3.46 -0.02
H 0.16 -3.39 -0.85
H -0.18 -5.50 0.54
H -0.20 -4.47 1.97
H 2.06 -5.12 1.86
H 2.10 -5.09 0.10
H 2.47 -2.79 0.01
H 3.23 -3.11 1.57
H 2.49 0.46 -0.46
H 3.32 2.44 0.68
```

Output
2S+1 = 1
F_max = 0.0121 hartree/bohr
orbital gap = 8.5 eV
LUMO energy = 0.01366 Eh
total charge = 0
molar mass = 336.431 Da

---

(3)
ORCA calculation (ωB97M-V/def2-TZVPD) on the ion C7H14N3 with charge +1 at a distorted geometry.

The geometry in XYZ format:
```
24
C7H14N3 (ωB97M-V/def2-TZVPD)
C 2.26 0.48 0.68
C 1.85 -0.93 0.42
C 1.75 1.59 0.08
C 0.81 -1.34 -0.28
C -0.43 0.36 -0.61
C -1.92 -0.28 1.44
C -1.03 0.73 0.72
N 0.09 -2.34 -0.69
N -1.24 0.13 -1.71
N 0.62 1.46 -0.87
H 3.12 0.43 1.38
H 2.50 -1.72 0.95
H 2.23 2.51 0.15
H -2.69 -0.86 0.78
H -2.51 0.14 2.32
H -1.35 -1.13 1.82
H -0.10 1.08 1.41
H -1.64 1.76 0.45
H 0.58 -3.22 -0.80
H -0.73 -2.22 -1.28
H -2.17 0.40 -1.46
H -1.20 -0.77 -2.15
H 0.24 2.36 -0.99
H 0.94 1.39 -1.75
```

Output
2S+1 = 1
F_max = 0.1283 hartree/bohr
orbital gap = 9.2 eV
LUMO energy = -0.10835 Eh
total charge = +1
molar mass = 140.210 Da

---

(4)
ORCA calculation (ωB97M-V/def2-TZVPD) on a cluster of 2 separate species, C4H6N2 in total at a distorted geometry.

The geometry in XYZ format:
```
12
C4H6N2 (ωB97M-V/def2-TZVPD)
C 0.73 -2.12 0.20
C 0.81 -3.61 0.44
N 0.85 -4.77 0.50
H 1.60 -1.68 -0.30
H 0.60 -1.46 1.06
H 0.00 -2.02 -0.60
C -0.78 3.09 -0.21
C -0.77 1.63 -0.29
N -0.72 0.47 -0.36
H -1.36 3.43 0.65
H -1.21 3.64 -1.04
H 0.25 3.40 -0.06
```

Output
2S+1 = 2
F_max = 0.0309 hartree/bohr
orbital gap (spin up / spin down) = 2.7 / 11.5 eV
LUMO energy (spin up / spin down) = 0.13020 / 0.12774 Eh
total charge = -1
molar mass = 82.106 Da